[1]
Molecular formula: C4H10O3
Method: DFT, the ωB97M-V functional and the def2-TZVPD basis

Structure (XYZ):
```
17
Properties=species:S:1:pos:R:3:forces:R:3:nbo_charge:R:1
C -0.805 -0.139 1.292 0.3 2.0 -1.0 -0.64
C -0.006 0.303 0.025 -1.0 -0.9 -0.5 0.10
O -0.081 -0.895 -0.838 0.6 1.3 0.1 -0.74
C 1.464 0.830 0.252 0.4 -1.7 -0.5 -0.54
C 2.360 0.371 -0.923 2.8 -1.7 0.4 0.44
O 3.354 -0.388 -0.841 -3.2 2.1 0.2 -0.53
H -0.272 -1.017 1.623 -0.3 -0.4 0.6 0.20
H -0.699 0.688 1.992 0.0 -0.2 0.6 0.21
H -1.899 -0.244 1.068 1.3 -0.3 0.2 0.26
H -0.570 1.000 -0.605 0.2 0.3 0.5 0.19
H 0.464 -1.532 -0.387 0.3 -0.8 0.1 0.47
H 1.933 0.461 1.204 -0.6 0.3 -0.8 0.23
H 1.547 1.913 0.186 -0.4 0.2 0.4 0.24
H 2.179 0.832 -1.909 -0.4 0.0 0.1 0.13
O -3.117 -0.374 -0.711 -1.3 -1.2 0.2 -0.97
H -3.663 -1.207 -0.545 1.6 1.6 -0.5 0.48
H -2.190 -0.602 -0.883 -0.4 -0.6 -0.1 0.49
```
Positions in Å, forces in eV/Å.

SMILES string: C[C@H](O)CC=O.O
Charge: 0
Largest force on an atom (eV Å⁻¹): 3.78
HOMO level (eV): -10.038

=====

[2]
Molecular formula: C4H10O3
Method: DFT, the ωB97M-V functional and the def2-TZVPD basis

Structure (XYZ):
```
17
Properties=species:S:1:pos:R:3:forces:R:3:nbo_charge:R:1
C 0.841 -1.018 1.827 -1.2 1.9 -1.3 -0.39
C 0.940 -1.033 0.499 1.2 -0.6 -0.5 -0.23
C 1.200 0.110 -0.412 -0.5 -0.6 2.2 0.28
C 1.663 -0.119 -1.617 0.6 -0.1 -1.5 -0.45
O 0.989 1.303 0.249 -0.1 0.3 -0.9 -0.71
H 0.600 -0.063 2.278 0.5 0.0 0.4 0.20
H 0.728 -1.886 2.395 0.0 -1.2 0.7 0.20
H 1.123 -1.972 -0.003 -0.2 -0.3 0.0 0.20
H 2.007 0.575 -2.374 -0.3 0.6 0.4 0.21
H 1.731 -1.126 -2.005 -0.1 -0.2 0.5 0.21
H 0.380 1.813 -0.301 0.1 0.1 0.0 0.49
O -1.422 0.497 -1.517 -0.1 0.3 -0.2 -0.96
H -1.755 1.332 -1.873 0.0 -0.2 0.0 0.47
H -2.121 0.199 -0.921 -0.1 0.2 0.0 0.49
O -2.639 0.335 1.060 0.6 -0.1 0.2 -0.95
H -2.544 1.031 1.717 -0.3 0.1 0.0 0.48
H -1.721 0.023 0.997 -0.2 -0.2 0.0 0.48
```
Positions in Å, forces in eV/Å.

SMILES string: C=CC(=C)O.O.O
Charge: 0
Largest force on an atom (eV Å⁻¹): 2.60
HOMO level (eV): -8.829

=====

[3]
Molecular formula: C4H10O3
Method: DFT, the ωB97M-V functional and the def2-TZVPD basis

Structure (XYZ):
```
17
Properties=species:S:1:pos:R:3:forces:R:3:nbo_charge:R:1
C 2.983 0.281 -1.243 -0.1 -0.5 1.2 -0.42
C 2.439 -0.222 -0.098 0.3 -1.8 0.1 -0.23
C 1.004 -0.641 -0.072 0.8 -1.2 0.2 0.32
C 0.318 -0.572 1.103 0.6 0.6 -0.1 -0.55
O 0.543 -0.982 -1.293 -0.3 0.8 -0.5 -0.71
H 2.819 -0.282 -2.156 -1.0 1.2 -0.5 0.22
H 3.627 1.152 -1.179 1.0 -0.8 -0.2 0.20
H 3.040 -0.554 0.793 -0.8 2.0 -0.2 0.22
H -0.657 -0.103 1.146 -0.5 -0.9 0.0 0.19
H 0.827 -0.668 2.081 0.0 0.6 -0.9 0.21
H -0.393 -0.743 -1.523 0.4 -0.3 0.9 0.51
O -3.645 0.906 1.877 0.1 -0.2 -0.1 -0.94
H -3.653 -0.057 1.871 0.0 0.1 0.0 0.47
H -4.046 1.146 2.716 0.0 0.1 0.1 0.47
O -1.854 0.126 -1.466 -0.3 -0.5 -0.2 -0.94
H -1.853 0.390 -0.537 0.0 0.4 -0.3 0.50
H -1.499 0.825 -2.020 -0.1 0.4 0.3 0.49
```
Positions in Å, forces in eV/Å.

SMILES string: C=CC(=C)O.O.O
Charge: 0
Largest force on an atom (eV Å⁻¹): 2.14
HOMO level (eV): -7.806

=====

[4]
Molecular formula: C4H10OS
Method: DFT, the ωB97M-V functional and the def2-TZVPD basis

Structure (XYZ):
```
16
Properties=species:S:1:pos:R:3:forces:R:3:nbo_charge:R:1
C 1.891 -0.471 0.017 0.8 1.3 0.8 -0.61
C 0.541 -0.598 -0.634 -0.3 -1.0 -1.2 -0.42
C -0.581 -0.285 0.358 0.4 0.0 0.2 -0.34
S -2.166 -1.035 -0.101 -0.3 -0.9 -0.4 -0.07
C -0.804 1.249 0.525 1.4 -1.3 1.2 -0.07
O -1.091 1.865 -0.677 -1.5 0.9 -0.6 -0.71
H 2.712 -0.730 -0.641 0.0 -0.3 -0.2 0.22
H 1.974 -1.091 0.943 -0.1 0.6 -0.7 0.20
H 2.097 0.608 0.256 -0.2 -0.9 0.2 0.20
H 0.458 -0.033 -1.607 0.0 -0.2 1.2 0.23
H 0.453 -1.656 -0.967 -0.2 0.5 0.3 0.20
H -0.305 -0.715 1.353 -0.1 0.5 -0.6 0.21
H -1.782 -2.342 -0.404 -0.1 1.3 0.4 0.14
H 0.159 1.675 0.900 -0.6 -0.3 -0.1 0.17
H -1.546 1.366 1.317 -0.2 0.4 -0.2 0.18
H -2.013 2.192 -0.638 0.8 -0.3 -0.3 0.48
```
Positions in Å, forces in eV/Å.

SMILES string: CC[C@H](S)CO
Charge: 0
Largest force on an atom (eV Å⁻¹): 2.30
HOMO level (eV): -8.952

=====

[5]
Molecular formula: C4H10OS
Method: DFT, the ωB97M-V functional and the def2-TZVPD basis

Structure (XYZ):
```
16
Properties=species:S:1:pos:R:3:forces:R:3:nbo_charge:R:1
C 0.742 -1.269 0.451 0.0 -0.3 -0.1 -0.41
C 2.249 -0.916 0.513 -0.5 0.0 -0.9 -0.41
C 2.553 -0.003 -0.733 0.4 -0.1 0.2 -0.52
S 0.992 0.832 -1.285 0.5 -0.4 1.1 0.17
C 0.000 0.000 0.000 -0.9 -0.3 0.5 -0.53
H 0.472 -1.571 1.481 -0.4 0.2 -0.5 0.19
H 0.431 -2.084 -0.231 0.7 0.2 0.3 0.21
H 2.891 -1.818 0.491 -0.3 0.5 0.0 0.22
H 2.389 -0.427 1.496 0.3 0.1 -0.7 0.21
H 2.888 -0.605 -1.599 -0.1 0.2 0.6 0.21
H 3.339 0.746 -0.519 -0.5 -0.4 -0.1 0.22
H -0.222 0.547 0.936 0.2 0.5 -0.8 0.21
H -0.963 -0.212 -0.502 0.4 -0.1 0.5 0.23
O 1.155 -4.206 3.137 -0.5 0.6 -1.0 -0.94
H 0.712 -4.630 2.368 0.5 0.5 0.8 0.47
H 1.143 -3.244 2.931 0.0 -1.1 0.2 0.47
```
Positions in Å, forces in eV/Å.

SMILES string: C1CCSC1.O
Charge: 0
Largest force on an atom (eV Å⁻¹): 1.27
HOMO level (eV): -8.596

=====

[6]
Molecular formula: C4H10OS
Method: DFT, the ωB97M-V functional and the def2-TZVPD basis

Structure (XYZ):
```
16
Properties=species:S:1:pos:R:3:forces:R:3:nbo_charge:R:1
C -0.765 1.417 0.823 -0.4 2.4 0.9 -0.66
C 0.281 0.708 -0.066 -2.8 -1.5 1.4 0.10
O 1.504 0.411 0.606 -0.1 1.3 0.4 -0.73
C -0.425 -0.687 -0.481 2.1 1.0 -0.7 -0.34
C 0.514 -1.471 -1.417 0.3 1.6 0.9 -0.63
S -0.833 -1.742 0.912 0.1 0.6 0.9 -0.04
H -1.092 0.935 1.765 0.5 -0.2 -0.7 0.22
H -1.753 1.721 0.322 1.6 -0.7 0.2 0.23
H -0.324 2.409 1.171 -0.4 -0.9 -0.4 0.20
H 0.349 1.358 -0.935 0.7 -0.3 -0.4 0.18
H 1.784 1.150 1.213 -0.7 -1.0 -1.1 0.49
H -1.263 -0.410 -1.058 -1.5 0.3 -0.2 0.21
H 1.454 -1.125 -0.934 0.2 -1.0 -1.4 0.23
H 0.362 -2.507 -1.234 0.1 -0.9 -0.3 0.22
H 0.346 -1.200 -2.478 0.5 -0.1 0.6 0.21
H -0.139 -0.966 1.790 -0.3 -0.6 -0.2 0.14
```
Positions in Å, forces in eV/Å.

SMILES string: C[C@@H](O)[C@@H](C)S
Charge: 0
Largest force on an atom (eV Å⁻¹): 3.48
HOMO level (eV): -8.779

=====

[7]
Molecular formula: C4H10OS
Method: DFT, the ωB97M-V functional and the def2-TZVPD basis

Structure (XYZ):
```
16
Properties=species:S:1:pos:R:3:forces:R:3:nbo_charge:R:1
C 0.165 -1.440 -1.161 4.3 -0.8 3.1 -0.62
C -0.223 -0.029 -0.663 -0.1 -2.7 -0.4 0.06
O -1.620 0.018 -0.434 -1.1 -0.5 -0.4 -0.73
C 0.520 0.231 0.598 1.2 0.5 1.4 -0.32
C 0.627 1.702 0.889 -0.8 1.9 -1.1 -0.62
S -0.269 -0.676 2.032 2.5 0.1 0.5 -0.07
H -0.034 -2.334 -0.409 0.3 2.2 -1.3 0.23
H 1.357 -1.499 -1.451 -2.9 0.3 0.9 0.21
H -0.299 -1.643 -2.023 -2.0 -0.9 -3.4 0.19
H -0.081 0.696 -1.433 1.0 0.7 -0.5 0.18
H -2.048 -0.499 -1.151 0.3 0.6 0.7 0.47
H 1.572 -0.105 0.577 -0.7 -0.7 -0.3 0.23
H 1.035 1.968 1.841 0.3 -0.3 0.7 0.22
H 1.264 2.355 0.124 -1.7 -1.6 1.1 0.21
H -0.455 1.949 0.946 0.7 1.0 -0.3 0.22
H -1.513 -0.692 1.719 -1.5 0.3 -0.8 0.14
```
Positions in Å, forces in eV/Å.

SMILES string: C[C@@H](O)[C@@H](C)S
Charge: 0
Largest force on an atom (eV Å⁻¹): 5.34
HOMO level (eV): -8.909

=====

[8]
Molecular formula: C4H10OS
Method: DFT, the ωB97M-V functional and the def2-TZVPD basis

Structure (XYZ):
```
16
Properties=species:S:1:pos:R:3:forces:R:3:nbo_charge:R:1
C 3.023 2.859 -1.573 0.9 1.4 0.2 -0.54
C 3.055 3.337 -0.337 -2.7 -0.1 0.3 0.18
O 2.091 3.228 0.627 1.2 1.4 1.5 -0.78
H 3.833 3.314 -2.132 -0.1 -0.5 -0.5 0.21
H 2.155 2.467 -2.070 0.0 -0.6 0.1 0.21
H 3.652 4.154 0.040 1.0 -0.5 -0.3 0.19
H 1.293 2.815 0.921 -0.3 -1.1 -1.3 0.53
C -0.369 -1.721 -0.054 -0.6 0.1 0.6 -0.63
C -1.818 -1.333 0.268 -0.7 -1.5 -0.5 -0.48
S -2.824 -2.870 0.580 0.1 0.6 0.4 -0.07
H 0.079 -0.952 -0.682 0.5 0.0 0.4 0.21
H 0.095 -1.922 0.912 0.6 0.5 -0.2 0.22
H -0.271 -2.676 -0.563 -0.3 0.1 -0.4 0.21
H -2.348 -0.857 -0.553 0.3 0.3 0.0 0.21
H -1.946 -0.757 1.179 0.2 0.2 -0.1 0.22
H -2.305 -3.505 -0.460 0.0 -0.3 -0.3 0.11
```
Positions in Å, forces in eV/Å.

SMILES string: C=CO.CCS
Charge: 0
Largest force on an atom (eV Å⁻¹): 2.70
HOMO level (eV): -9.045

=====

[9]
Molecular formula: C4H10OS
Method: DFT, the ωB97M-V functional and the def2-TZVPD basis

Structure (XYZ):
```
16
Properties=species:S:1:pos:R:3:forces:R:3:nbo_charge:R:1
C -0.944 0.837 1.849 -0.7 -3.2 -0.4 -0.24
O 0.311 0.347 2.273 0.0 -0.1 -0.3 -0.52
C 0.753 -0.490 1.242 1.1 -1.1 -0.9 -0.08
C 0.978 0.176 -0.166 0.1 0.7 0.3 -0.61
S -0.364 0.292 -1.359 -0.6 0.2 -0.1 0.18
C -0.285 -1.252 -2.278 4.7 -0.4 3.1 -0.73
H -1.205 1.605 2.467 -0.7 2.3 1.5 0.19
H -0.788 1.087 0.830 -0.9 0.9 -0.6 0.18
H -1.806 0.038 1.904 1.6 1.1 -0.1 0.15
H 1.789 -0.822 1.480 -0.9 -0.1 0.4 0.19
H 0.033 -1.358 1.185 0.8 0.5 -0.3 0.17
H 1.348 1.207 -0.040 -0.5 -0.1 0.4 0.24
H 1.838 -0.199 -0.706 0.2 -0.9 0.1 0.23
H -0.332 -2.161 -1.596 0.7 1.1 -0.9 0.22
H 0.531 -1.153 -3.027 -0.1 -0.8 0.9 0.22
H -1.085 -1.318 -2.821 -5.0 -0.1 -3.0 0.21
```
Positions in Å, forces in eV/Å.

SMILES string: COCCSC
Charge: 0
Largest force on an atom (eV Å⁻¹): 5.83
HOMO level (eV): -8.520

=====

[10]
Molecular formula: C4H10OS
Method: DFT, the ωB97M-V functional and the def2-TZVPD basis

Structure (XYZ):
```
16
Properties=species:S:1:pos:R:3:forces:R:3:nbo_charge:R:1
C 2.465 -0.473 -0.004 2.9 -5.0 0.0 -0.23
O 1.151 -0.855 -0.098 -1.4 0.9 -0.2 -0.55
C 0.310 0.285 -0.253 -0.1 0.5 -2.3 -0.07
C -1.056 -0.034 0.370 0.5 0.6 0.5 -0.33
C -2.085 0.988 -0.074 -1.9 -0.4 -1.7 -0.64
S -1.598 -1.752 -0.163 1.4 0.8 1.8 -0.06
H 2.506 0.527 0.117 0.8 3.3 0.6 0.16
H 2.874 -1.042 0.931 -0.2 1.2 -1.7 0.18
H 3.120 -0.779 -0.938 -1.3 0.5 1.6 0.17
H 0.862 1.240 0.098 -1.3 -1.4 0.1 0.18
H 0.134 0.498 -1.390 0.3 -0.5 1.6 0.16
H -0.856 -0.022 1.445 -0.5 -0.3 0.0 0.21
H -1.882 0.951 -1.203 -0.8 0.9 1.3 0.21
H -3.177 0.623 0.041 1.8 0.3 0.0 0.23
H -2.124 2.027 0.351 0.8 -1.0 -0.4 0.23
H -0.643 -2.181 0.769 -1.1 -0.3 -1.2 0.16
```
Positions in Å, forces in eV/Å.

SMILES string: COC[C@@H](C)S
Charge: 0
Largest force on an atom (eV Å⁻¹): 5.73
HOMO level (eV): -8.940

=====

[11]
Molecular formula: C4H10OS
Method: DFT, the ωB97M-V functional and the def2-TZVPD basis

Structure (XYZ):
```
16
Properties=species:S:1:pos:R:3:forces:R:3:nbo_charge:R:1
C -0.436 1.213 -1.481 -0.1 0.4 -0.3 -0.48
C -1.282 1.732 -0.603 -0.4 -0.4 -0.5 0.14
O -2.242 2.627 -1.021 0.2 1.1 0.6 -0.73
H 0.322 0.459 -1.342 0.0 0.1 0.5 0.21
H -0.507 1.623 -2.482 0.0 -0.2 -0.1 0.21
H -1.357 1.555 0.464 0.3 -0.2 0.0 0.18
H -2.955 2.267 -1.538 0.0 -0.6 -0.3 0.49
C 0.425 -2.067 0.543 1.2 1.8 0.1 -0.63
C 0.744 -0.745 1.321 1.3 -1.0 -0.2 -0.48
S 2.551 -0.363 1.630 -0.8 -0.4 -0.4 -0.07
H -0.454 -1.771 -0.024 -0.6 -1.0 0.3 0.22
H 1.179 -2.319 -0.206 0.1 0.1 0.1 0.21
H 0.414 -2.862 1.275 -0.7 -0.4 -0.3 0.22
H 0.374 -0.892 2.329 -0.4 0.6 0.1 0.22
H 0.329 0.093 0.786 -0.2 0.3 0.4 0.20
H 2.896 -0.551 0.350 0.2 0.1 0.0 0.11
```
Positions in Å, forces in eV/Å.

SMILES string: C=CO.CCS
Charge: 0
Largest force on an atom (eV Å⁻¹): 2.11
HOMO level (eV): -9.036

=====

[12]
Molecular formula: C4H10OS2
Method: DFT, the ωB97M-V functional and the def2-TZVPD basis

Structure (XYZ):
```
17
Properties=species:S:1:pos:R:3:forces:R:3:nbo_charge:R:1
C -0.525 -0.376 1.215 -1.4 -2.6 -2.8 -0.62
C -0.410 -0.226 -0.258 1.9 1.9 0.0 0.23
C -1.298 0.963 -0.698 0.0 -3.8 -1.4 -0.62
O -0.723 -1.430 -0.831 -2.7 -2.4 -0.9 -0.72
C 1.086 -0.038 -0.625 1.6 1.3 -1.3 -0.42
S 1.836 1.500 0.126 -0.8 -0.6 0.4 -0.04
S 2.115 -1.518 -0.137 -1.5 -0.3 -0.6 -0.02
H -1.514 -0.721 1.250 -1.8 -0.1 1.2 0.20
H -0.339 0.463 1.679 0.5 4.2 2.8 0.20
H 0.068 -1.153 1.527 1.6 -1.8 0.9 0.23
H -2.272 0.488 -0.759 -0.5 0.6 0.0 0.20
H -1.045 1.389 -1.621 0.4 -0.1 -1.9 0.22
H -1.259 1.780 -0.120 -0.1 2.5 2.9 0.22
H -1.631 -1.790 -0.520 2.2 1.1 -0.7 0.47
H 1.305 0.222 -1.746 -0.9 -0.9 1.9 0.24
H 1.432 1.256 1.414 0.4 0.2 -0.7 0.12
H 3.172 -0.807 0.104 1.0 0.6 0.2 0.12
```
Positions in Å, forces in eV/Å.

SMILES string: CC(C)(O)C(S)S
Charge: 0
Largest force on an atom (eV Å⁻¹): 5.08
HOMO level (eV): -8.964

=====

Question: largest force on an atom of number 5 (C4H10OS)?
Answer: 1.27 eV Å⁻¹